[1]
A 2-piece molecular cluster, C26H48Cl2F3IN2O8S overall at a distorted geometry, computed with the ωB97M-V functional and the def2-TZVPD basis.

Results
calculated total energy	-99218.3809	eV
frontier orbital gap	6.6	eV
E_LUMO	-1.11	eV
HOMO	-7.730	eV

Structure (ORCA input):
```
! RIJCOSX wB97M-V def2-TZVPD def2/J DEFGRID3
* xyz 0 1
I -1.2271 -3.7310 -1.5169
Cl -0.3286 -0.5403 -3.1684
Cl -4.0483 -3.7875 3.0665
S 5.5333 -5.8412 -1.4180
F 8.2033 -5.4721 -1.7527
F 7.1249 -3.6513 -1.1983
F 6.9771 -4.4326 -3.2362
O 5.7348 -6.1546 0.0033
O -1.9387 -2.4343 -5.3638
O 2.8773 1.1648 0.1880
O -3.7395 -3.5592 -4.1038
O 5.5700 -7.0295 -2.2815
O 4.3613 -4.9886 -1.6601
O 2.2403 2.8870 3.6085
O -1.5207 1.3682 0.2629
N 2.1285 -3.4972 2.0976
N 0.6089 -1.3041 -0.3919
C -3.2380 -0.8388 -3.8251
C -1.2946 4.8626 -0.1150
C 1.0613 3.0249 4.4954
C 2.7889 2.3084 1.1042
C 0.6932 1.6811 5.3575
C -0.3762 4.2212 1.1286
C -0.9901 0.8187 -0.9454
C -3.0071 -2.1629 0.9330
C 3.0176 -2.0388 0.2121
C -3.3827 -2.1031 2.5638
C 1.9667 1.9434 2.5148
C -3.3676 2.8587 -2.1934
C -3.3926 3.0642 -0.5344
C -2.8741 4.5213 -0.0316
C -0.5873 4.6624 -1.5969
C 7.0114 -4.8133 -1.9187
C -1.4925 -0.5504 -1.6720
C 1.8005 1.1335 -0.8055
C 1.8232 -1.9666 -0.9593
C -1.4054 -1.8905 0.8402
C -3.0233 -0.7423 -2.1975
C -2.9342 -2.3486 -4.4575
C -2.8950 1.7659 0.3198
C 0.4920 0.2357 -0.4151
C -0.8045 -1.7417 -0.7145
C 3.0607 -3.5498 0.8916
H 0.4228 0.4364 0.7604
H 0.2246 5.5044 -1.7546
H -4.2903 -3.8345 -4.9080
H 0.7883 1.9130 2.3332
H 2.2554 0.8603 2.8859
H 2.6290 -4.0586 2.8457
H -0.0739 3.6238 -1.7503
H -3.4428 5.3334 -0.6976
H 0.1721 0.8626 4.6633
H -2.3041 2.6240 -2.6147
H 1.7126 -3.0693 -1.3228
H 1.2679 -4.0702 1.8917
H 2.3353 -1.3820 -1.8660
H -1.1941 -0.9103 1.4888
H 2.6314 -4.3748 0.1731
H -1.1087 3.6885 1.9060
H 4.1528 -3.8627 1.1828
H 1.4215 2.2388 -0.9851
H -3.3007 4.6988 1.0693
H -3.6991 -1.3656 0.4323
H 1.5999 1.2225 5.9639
H -1.3837 4.8091 -2.4516
H 1.3317 3.8692 5.2859
H 0.2648 5.0760 1.6249
H 2.4276 3.3134 0.6195
H -4.2187 2.1392 -2.5699
H -3.5749 0.7935 0.1818
H -0.6046 1.5120 -1.8385
H -3.3771 -3.2157 0.5848
H -0.8739 -2.8351 1.3415
H 0.7168 -1.5224 0.6458
H 4.0964 -1.8341 -0.2510
H -4.4182 -0.7115 -3.9770
H -2.3589 -1.9916 3.1647
H -2.7673 0.0348 -4.4442
H 2.2910 0.8075 -1.8440
H -4.5730 3.0963 -0.3213
H 0.0897 3.4139 3.9216
H -3.6544 3.9359 -2.6212
H 3.9057 2.5211 1.4704
H -3.5303 -1.7330 -1.7627
H 2.8403 -1.2848 1.0892
H -4.0949 -1.2161 2.8357
H -3.1070 2.0673 1.4602
H -0.1040 1.9921 6.1901
H -3.7730 0.1255 -1.8620
H -1.2096 6.0404 0.0805
H 0.2520 3.3669 0.6349
*
```

---

[2]
C29H57Cl27NO2 as an isolated structure at a distorted geometry, computed with the ωB97M-V functional and the def2-TZVPD basis.

Results
calculated total energy	-374681.7350	eV
frontier orbital gap (alpha / beta)	8.8 / 8.2	eV
E_LUMO (alpha / beta)	0.01 / -0.53	eV
HOMO (alpha / beta)	-8.804 / -8.759	eV

Structure (ORCA input):
```
! RIJCOSX wB97M-V def2-TZVPD def2/J DEFGRID3
* xyz 0 2
Cl 4.8042 -4.5501 -1.3902
Cl -4.6410 -3.9305 4.1408
Cl 7.3456 -3.1116 -1.7660
Cl -5.6982 0.1714 -0.4658
Cl -6.0159 8.8028 -0.7028
Cl -4.5749 -0.3552 -3.1388
Cl -0.8578 -3.6468 5.8203
Cl -2.9132 -4.7129 1.8990
Cl -3.7739 -1.0491 2.5632
Cl -1.9099 0.9963 3.5370
Cl -2.3515 5.1023 2.1077
Cl 0.8805 -4.4060 3.5887
Cl 9.2236 -5.1994 -6.2238
Cl -6.5959 -4.0319 1.1182
Cl 0.7327 0.4837 4.3490
Cl -4.2275 7.4127 1.1738
Cl -8.4086 -1.7315 1.3320
Cl 7.6977 -2.7147 -5.8850
Cl -7.5757 -3.7148 -2.9300
Cl -0.3454 4.7015 4.2082
Cl -4.6908 5.3259 -1.7118
Cl 8.4596 -0.1436 -4.0514
Cl -6.6241 3.1143 -1.8500
Cl 4.0347 5.3332 0.4180
Cl 3.6396 0.8905 4.1710
Cl 10.2844 -1.6202 -2.3005
Cl -8.3194 -1.7135 -4.9370
O -2.5236 0.5948 0.9430
O 3.0165 0.9883 -1.4667
N -1.8294 0.0833 -0.0106
C 0.4375 -0.1279 0.9691
C -1.8440 4.1082 3.4789
C 1.9666 1.8312 0.8416
C 1.9330 0.1774 -1.0423
C 2.2793 3.2266 0.2849
C 8.8304 -3.8502 -5.1480
C -5.3151 -1.0444 -1.6850
C -1.3975 1.0685 -1.0537
C 9.8769 -0.0456 -3.0015
C -0.8062 -0.8811 0.4622
C -4.6552 8.9518 0.4163
C 3.8460 0.3253 -2.4049
C -7.0768 -2.6205 2.0727
C 5.2344 -0.2664 -0.3143
C -3.3934 0.6756 2.6278
C 6.4196 -4.2234 -0.7490
C 1.0394 0.9094 -0.0123
C 3.3006 3.9051 1.2127
C 2.3310 -0.1015 4.8264
C -2.4961 2.1495 -1.1129
C -1.3639 0.4613 -2.4772
C -0.0712 1.7674 -0.6583
C -1.4035 -1.6542 1.6649
C -5.5662 4.1957 -2.7611
C 0.5349 -4.6112 5.3088
C -7.6049 -3.3030 -4.6502
C -3.2801 -4.9313 3.6147
C -0.4753 -1.9642 -0.5838
C 4.8423 -0.6548 -1.7541
H -2.6249 4.1320 4.2301
H 2.3338 -0.7321 -0.5588
H -4.8574 3.5903 -3.3151
H 6.2652 -0.5627 -0.0889
H 1.1887 -0.8701 1.2697
H -4.9302 9.6511 1.1971
H -1.3254 -2.6410 -0.7300
H 2.7376 3.1721 -0.7069
H 10.7209 0.3021 -3.5853
H -2.4190 -2.0020 1.4440
H -0.1115 -1.5828 -1.5359
H 4.0950 3.2163 1.5102
H 1.4669 1.9792 1.8119
H -1.4115 -1.0341 2.5648
H -0.7522 -2.5117 1.8776
H 8.3786 -4.2471 -4.2469
H -2.4135 -4.6275 4.1926
H -2.2134 -0.2051 -2.6146
H 2.9042 1.3033 1.0541
H 1.3990 3.8768 0.2676
H 4.5753 -0.7719 0.4024
H 5.1504 0.8118 -0.1422
H 6.9584 -5.1618 -0.6907
H -4.6162 -1.7539 -1.2562
H -8.1943 -4.0488 -5.1704
H -1.6808 3.0933 3.1275
H 9.6620 0.6405 -2.1905
H 5.7195 -0.8049 -2.3914
H -0.3380 2.5905 0.0164
H 9.7456 -3.3184 -4.9143
H -7.3758 -2.9751 3.0523
H -6.2345 -1.5396 -1.9708
H -3.4895 1.6997 -1.2128
H 0.3353 -2.5759 -0.1640
H 0.3381 2.2242 -1.5705
H -1.4942 1.2913 -3.1822
H 0.3157 -5.6564 5.4940
H -3.2589 1.0275 1.6102
H 3.2331 -0.1967 -3.1583
H 2.7938 4.2741 2.1104
H -3.5295 -5.9720 3.7863
H -2.3322 2.7789 -1.9967
H -6.5851 -3.2932 -5.0171
H -6.2384 -1.9421 2.1496
H -0.4232 -0.0205 -2.7446
H -6.1762 4.7875 -3.4336
H -4.2131 1.1923 3.1132
H 6.3167 -3.7779 0.2339
H 4.3473 -1.6345 -1.7018
H 0.1355 0.3990 1.8866
H 2.3937 -0.0791 5.9079
H 1.3877 -0.1605 -1.9330
H 1.3990 -4.2928 5.8796
H -2.4702 2.8116 -0.2489
H 2.4478 -1.1133 4.4554
H 4.3942 1.1054 -2.9500
H -3.7945 9.3120 -0.1348
*
```